Formula: C9H17N3O4
Source: the OMol25 dataset
Level of theory: ωB97M-V with the def2-TZVPD basis set

Structure (ORCA input):
```
! wB97M-V def2-TZVPD RIJCOSX def2/J DEFGRID3
* xyz 0 1
C 1.77557 0.97302 -0.75292
C 0.65678 0.57251 0.23991
C 3.12671 0.71742 -0.05550
C 3.27811 -0.86851 0.01392
C -1.61066 -0.31053 0.43400
C -2.10678 -1.57966 -0.27297
C -2.67283 0.71832 0.54970
C -2.02910 2.16383 0.88271
C -3.37312 0.90436 -0.77478
H 0.59598 2.49368 -1.48123
H 1.29149 2.96266 -0.20973
H 1.78396 0.32152 -1.62327
H 3.81424 1.35635 -0.61088
H 3.06377 1.14424 0.96127
H 3.39650 -2.30390 1.49166
H 2.82433 -0.70259 2.08441
H -0.40390 -0.12984 -1.32372
H -1.20124 -0.46219 1.38333
H -3.50626 0.39190 1.24927
H -2.77389 3.00805 1.03877
H -1.54307 2.63489 -0.10643
H -1.37383 2.17916 1.80912
H -3.83156 0.02746 -1.09296
H -4.15443 1.71692 -0.79845
H -2.74946 1.24720 -1.66098
H -3.03887 -2.23809 1.41246
N 1.49841 2.41609 -1.00988
N 3.04723 -1.38267 1.22163
N -0.49256 0.16156 -0.39254
O 0.77841 0.65335 1.48699
O 3.70918 -1.54618 -0.93886
O -1.89511 -1.90158 -1.38303
O -2.94666 -2.42518 0.47970
*
```

Its relative energy (zero: lowest compared OMol25 entry of this formula, charge and spin) is 1.528 eV. The value obtained for the highest occupied orbital energy is -9.61 eV. As for the total energy: -818.36939 hartree. The calculation puts the lowest unoccupied orbital energy at 0.01536 Ha. As for the gap between HOMO and LUMO: 10.03 eV. As for the structure (SMILES): CC(C)[C@H](NC(=O)[C@@H](N)CC(N)=O)C(=O)O.